# 1
Molecular formula: C28H40HgN10O2PS2
Method: DFT, ωB97M-V/def2-TZVPD

The geometry in ORCA input format:
```
! wB97M-V def2-TZVPD RIJCOSX def2/J DEFGRID3
* xyz 2 2
S -1.727 0.865 -3.025
H 3.621 3.614 3.609
H 1.048 -2.779 -1.567
P -0.402 -2.211 0.315
C 1.579 1.904 -5.093
H 2.905 -2.187 1.442
C -2.230 2.716 5.538
N 1.281 -3.180 2.390
H 1.326 -5.281 2.690
H 1.997 5.244 4.607
H -2.162 0.595 -5.921
N 0.381 3.316 -0.111
H -2.792 -3.625 -6.279
H -5.430 -1.407 3.541
H -0.332 4.533 4.965
H -0.263 -4.522 2.976
N -4.883 -0.706 4.009
H 2.214 3.886 -0.932
H -1.728 -4.089 1.149
H 2.490 1.431 -5.439
H -3.545 1.065 4.886
H -1.179 -4.399 -0.494
C -2.324 -2.920 -4.306
C 0.625 1.153 -4.427
H 1.080 -5.071 -0.911
O 1.649 0.820 -0.410
C -0.539 1.779 -3.994
H -1.691 3.587 -3.878
H -2.662 -1.383 -7.308
C -2.555 -2.763 -5.667
C 2.470 -3.184 1.423
H -0.212 3.761 -0.798
H 1.628 -3.027 3.337
N 2.053 -3.532 0.111
H 3.185 -3.911 1.807
H 5.064 0.988 -1.855
Hg -1.231 0.802 0.621
C -1.386 2.045 4.487
C 0.377 3.836 4.544
S -3.090 -1.268 2.181
H -5.329 -0.155 4.726
C 2.183 1.871 -0.729
H 0.062 0.491 -1.776
N 1.644 3.111 -0.640
C 4.134 0.734 -1.360
H -0.539 -2.150 2.741
C -0.003 2.541 4.200
N 0.228 -4.856 0.985
H 1.778 -1.542 -0.546
H 2.112 3.842 -5.847
H 3.576 0.011 -1.953
H -2.365 2.051 6.397
H -3.216 2.969 5.140
C 1.396 -4.838 0.103
H 4.337 0.312 -0.376
C -2.489 -1.503 -6.246
C -0.768 3.129 -4.218
H 0.440 3.908 0.707
H -1.777 3.625 5.914
C -2.035 -1.814 -3.516
N -0.938 0.299 -1.747
H -2.382 -3.904 -3.857
N -3.036 0.589 4.158
C -1.978 -0.563 -4.111
O 3.411 1.964 -1.240
C 2.582 3.354 3.772
C 1.364 3.261 -5.322
C 0.300 -2.096 2.049
H -1.854 -1.901 -2.453
H 2.768 1.381 2.941
N 0.853 1.697 3.609
H 0.768 0.092 -4.253
C 0.604 -4.554 2.321
C 0.196 3.871 -4.890
C 2.104 2.101 3.412
N -1.799 1.034 3.824
C 1.237 -2.490 -0.532
C -3.683 -0.412 3.498
H 2.105 -5.598 0.433
C -2.209 -0.389 -5.467
C 1.685 4.245 4.329
H 0.762 -1.119 2.195
H 0.030 4.925 -5.076
C -0.869 -4.019 0.480
*
```

Energy relative to the best compared isomer or geometry (same formula, charge and spin)   8.7 kcal per mole
E   -83799.650 eV
E_HOMO (alpha / beta)   -11.72 / -12.98 eV
⟨S²⟩   0.755


# 2
Molecular formula: C28H40MnN5O2P
Method: DFT, ωB97M-V/def2-TZVPD

The geometry in ORCA input format:
```
! wB97M-V def2-TZVPD RIJCOSX def2/J DEFGRID3
* xyz 2 6
N 0.800 1.885 1.065
C 3.670 1.438 -0.317
C -3.561 2.518 -0.226
P -2.590 1.726 -1.573
C 3.197 1.666 -1.717
Mn 0.619 0.312 -0.636
C 1.713 1.681 2.026
H 3.586 2.403 0.233
C -0.099 2.860 1.295
H 3.804 0.869 2.136
C -1.370 -1.260 1.523
H 4.370 2.799 -4.746
H -2.443 -3.902 1.816
O -1.307 1.001 -1.101
C 2.358 2.283 -4.272
C 1.469 1.819 -3.292
H 2.528 2.235 3.887
N 1.050 -1.689 -1.378
H -3.528 -3.892 3.940
O -0.210 -0.886 1.098
C 3.729 2.395 -3.940
H 4.478 -0.839 0.844
H 5.152 2.255 -2.128
C 2.813 0.589 1.760
H -0.324 -1.471 -2.890
C -3.532 -2.821 3.781
H 1.300 4.444 3.900
C -3.696 0.697 -2.538
C 0.542 -3.440 -2.991
H -4.656 2.291 -0.348
C 1.273 -4.420 -2.204
H -0.755 -0.536 3.277
H -4.980 -3.383 2.118
H -4.120 -2.476 4.616
C -2.071 -2.240 3.859
H -4.149 -0.096 -1.934
H -3.263 1.984 0.751
N -2.178 -2.052 0.832
H -0.965 2.988 0.702
H 1.255 -5.473 -2.527
H -1.299 -2.971 3.531
H -4.478 1.282 -3.048
H 0.214 -3.795 -3.954
C 2.731 -2.193 0.417
H 0.439 1.640 -3.443
H -0.784 4.425 2.429
C 1.051 3.594 3.283
H 4.750 1.152 -0.357
C -2.200 3.047 -2.747
H -2.379 -0.139 3.143
H -1.832 -2.110 4.913
H -1.757 -2.236 -0.064
C -1.707 -0.983 2.970
H -2.209 2.672 -3.771
C -4.150 -2.704 2.312
H -2.907 3.906 -2.707
H -1.143 3.408 -2.584
C 1.808 2.492 3.143
N 1.892 1.477 -2.071
C 1.876 -2.572 -0.773
C 0.329 -2.175 -2.429
H 1.941 2.477 -5.232
C 1.960 -3.913 -1.126
H 3.468 -2.993 0.610
H -4.470 -1.685 2.145
H 2.703 -4.554 -0.586
H 1.998 -2.074 1.214
N 2.840 0.371 0.303
H -3.449 -3.590 0.416
C 4.139 2.152 -2.617
H 2.450 -0.278 2.256
H 4.066 -0.933 -0.828
H -3.403 3.613 -0.101
C -0.022 3.730 2.362
H -2.927 0.236 -3.153
C -3.073 -3.115 1.291
C 3.625 -0.922 0.152
*
```

E   -81830.210 eV
E_HOMO (alpha / beta)   -13.88 / -14.60 eV
⟨S²⟩   8.753